Entry 1:
12
Properties=species:S:1:pos:R:3 method="wB97M-V/def2-TZVPD" e_homo_ev=-8.6 orbital_gap_ev=9.43 energy_ha=-269.19366 lumo_energy_ev=0.8 de_lowest_kcal_mol=95.75 charge=0 mol_weight_da=82.1
O 1.49 1.53 -0.33
C 0.67 1.64 0.69
C -0.67 0.99 0.37
C -0.48 -0.49 0.79
C 0.05 -1.31 -0.30
C 0.50 -1.96 -1.21
H 1.09 1.09 -1.12
H 0.24 -0.52 1.63
H -0.96 1.05 -0.69
H -1.45 1.45 0.98
H -1.41 -0.91 1.17
H 0.92 -2.57 -1.98

***

Entry 2:
13
Properties=species:S:1:pos:R:3 method="wB97M-V/def2-TZVPD" e_homo_ev=-10.0 orbital_gap_ev=9.81 energy_ha=-286.50321 lumo_energy_ev=-0.1 de_lowest_kcal_mol=80.59 charge=0 mol_weight_da=85.1
C 1.49 0.27 0.19
C 0.07 0.42 -0.10
C -1.13 -0.33 0.39
C -1.61 1.12 0.24
O -2.66 1.64 0.43
N -0.39 1.69 -0.17
H 2.10 0.99 -0.35
H 1.69 0.29 1.27
H 1.94 -0.71 0.02
H 0.84 -2.14 -1.54
H -1.60 -1.03 -0.30
H -1.01 -0.66 1.42
H 0.26 -1.55 -1.49

***

Entry 3:
11
Properties=species:S:1:pos:R:3 method="wB97M-V/def2-TZVPD" e_homo_ev=-8.0 orbital_gap_ev=8.64 energy_ha=-281.35016 lumo_energy_ev=0.7 de_lowest_kcal_mol=150.54 charge=0 mol_weight_da=83.1
N 0.86 1.77 0.11
C 0.13 0.47 0.06
N -0.89 0.18 -0.65
N -1.26 -1.18 -0.51
C -0.57 -2.08 0.12
C 1.13 0.51 0.94
H 1.37 2.01 -0.73
H 0.45 2.57 0.58
H -2.15 -1.31 -0.98
H -1.17 -3.01 0.03
H 2.11 0.06 1.02

***

Entry 4:
34
Properties=species:S:1:pos:R:3 method="wB97M-V/def2-TZVPD" e_homo_ev=-9.0 orbital_gap_ev=7.53 energy_ha=-1822.24673 lumo_energy_ev=-1.5 charge=0 mol_weight_da=358.4
O -2.78 -1.70 -0.98
O 2.82 2.88 -1.14
O -2.02 -0.97 0.94
O 1.49 4.25 -0.37
S -1.86 1.44 -1.48
S 1.11 0.73 -2.04
C 0.06 -0.47 -1.26
C -0.64 2.49 -0.91
C -1.25 -0.08 -0.90
C 0.69 2.25 -1.21
C 1.42 -4.11 0.60
C -1.87 5.50 1.83
C 1.60 -2.79 1.11
C 0.90 -4.10 -0.70
C -1.19 4.32 2.26
C -2.33 5.54 0.53
C 1.26 -1.65 0.48
C 0.46 -3.02 -1.38
C -0.86 3.33 1.31
C -1.90 4.62 -0.42
C 0.62 -1.76 -0.75
C -1.14 3.53 -0.06
N -2.02 -1.02 -0.28
N 1.68 3.20 -0.95
H 1.68 -4.97 1.09
H -2.07 6.34 2.55
H 2.23 -2.60 2.01
H 0.88 -5.07 -1.13
H -0.87 4.19 3.33
H -2.95 6.32 0.18
H 1.43 -0.68 1.07
H 0.08 -3.14 -2.39
H -0.39 2.52 1.73
H -2.02 4.85 -1.45

***

Entry 5:
14
Properties=species:S:1:pos:R:3 method="wB97M-V/def2-TZVPD" e_homo_ev=-9.1 orbital_gap_ev=8.52 energy_ha=-307.55944 lumo_energy_ev=-0.6 de_lowest_kcal_mol=96.00 charge=0 mol_weight_da=88.1
C -1.27 -0.85 -0.07
C -0.89 0.28 -1.02
C 1.00 1.35 0.66
O 0.50 0.93 1.78
C 1.87 0.24 0.08
O 2.43 -0.53 0.85
H -2.10 -1.43 -0.48
H -1.59 -0.47 0.91
H -0.44 -1.56 0.11
H -1.77 0.81 -1.38
H -0.32 -0.09 -1.88
H -0.30 1.08 -0.54
H 0.82 0.02 1.98
H 2.06 0.23 -1.00

***

Entry 6:
94
Properties=species:S:1:pos:R:3 method="wB97M-V/def2-TZVPD" e_homo_ev=-5.3 orbital_gap_ev=7.26 energy_ha=-4758.18697 lumo_energy_ev=2.0 de_lowest_kcal_mol=10.26 charge=-1 mol_weight_da=1087.3
Y -1.17 0.13 -0.52
O -0.84 0.18 -3.87
S 0.28 1.01 -3.47
O 1.48 0.83 -4.25
O 0.53 0.89 -2.01
C -0.15 2.74 -3.75
C 0.38 3.29 -4.90
C 0.16 4.62 -5.23
C -0.60 5.42 -4.39
C -1.15 4.88 -3.24
C -0.93 3.55 -2.91
S -1.77 2.97 -1.44
O -2.28 1.64 -1.85
O -2.77 3.95 -1.14
O -0.77 2.74 -0.39
H 0.99 2.67 -5.53
H 0.58 5.03 -6.14
H -0.78 6.46 -4.63
H -1.77 5.47 -2.58
N -3.00 -1.28 -1.32
C -3.38 -2.33 -1.07
C -3.83 -3.65 -0.76
C -3.33 -4.74 -1.47
C -3.73 -6.01 -1.10
C -4.62 -6.18 -0.04
C -5.10 -5.09 0.66
C -4.71 -3.81 0.31
H -2.61 -4.58 -2.26
H -3.34 -6.87 -1.63
H -4.91 -7.18 0.25
H -5.76 -5.23 1.50
H -5.04 -2.94 0.85
C 0.63 -2.48 -4.63
N 1.68 -2.11 -3.70
C 2.97 -1.73 -4.02
C 3.56 -1.33 -2.88
N 2.63 -1.50 -1.88
C 1.47 -1.96 -2.37
S 0.08 -2.38 -1.51
H 0.32 -3.51 -4.47
H 1.02 -2.36 -5.64
H -0.22 -1.81 -4.49
H 3.32 -1.73 -5.03
H 4.54 -0.94 -2.70
H 2.74 -1.23 -0.91
C 1.18 -1.60 3.25
Te 2.22 -2.67 1.72
C 3.56 -3.22 3.31
C 3.25 -2.31 4.48
C 4.08 -2.26 5.59
C 3.78 -1.42 6.66
C 2.64 -0.63 6.61
C 1.81 -0.68 5.51
C 2.10 -1.52 4.43
H 0.27 -2.15 3.50
H 0.89 -0.62 2.88
H 4.60 -3.09 2.99
H 3.41 -4.27 3.57
H 4.97 -2.88 5.62
H 4.44 -1.39 7.52
H 2.40 0.03 7.44
H 0.91 -0.08 5.47
O -4.92 -0.64 1.22
S -4.56 0.67 0.76
O -4.94 1.03 -0.57
N -2.95 0.95 1.05
C -2.76 1.73 2.12
S -1.32 2.00 2.89
C -4.04 2.34 2.62
C -4.21 3.28 3.62
C -5.49 3.73 3.89
C -6.59 3.24 3.19
C -6.42 2.29 2.19
C -5.14 1.87 1.93
H -3.34 3.65 4.15
H -5.64 4.47 4.66
H -7.58 3.61 3.42
H -7.26 1.90 1.63
N 3.14 3.14 1.33
C 1.77 2.63 1.18
C 1.80 1.24 0.61
O 2.96 0.87 0.09
O 0.85 0.48 0.62
H 3.50 2.93 2.25
H 3.17 4.14 1.21
H 3.56 1.64 0.24
H 1.22 3.21 0.44
H 1.16 2.63 2.08
B -1.81 -3.95 2.43
C -1.55 -2.58 1.68
N -1.35 -1.58 1.14
H -2.87 -3.83 3.02
H -1.86 -4.82 1.58
H -0.88 -4.13 3.19